[1]
DFT (ωB97M-V/def2-TZVPD) results for 3 unconnected molecules or ions with the total composition C5H11NO in a non-equilibrium geometry.

Values from the calculation:
* total energy: -326.96760 hartree
* frontier orbital gap: 8.646 eV
* relative energy (zero: lowest compared OMol25 entry of this formula, charge and spin): 4.456 eV
* highest occupied orbital energy: -7.76 eV

Geometry as ORCA input:
```
! RIJCOSX wB97M-V def2-TZVPD def2/J DEFGRID3
* xyz 0 1
C -1.644 -0.709 -0.920
C -1.388 0.510 -0.388
C 0.751 0.613 0.382
C 0.652 1.561 1.513
N 1.020 -0.674 0.581
C 1.234 -1.474 -0.620
O 1.657 -0.879 -1.625
H -1.497 -0.901 -1.972
H -0.416 -1.603 -0.670
H -2.384 -1.294 -0.390
H -1.208 1.343 -1.047
H -1.779 0.768 0.586
H 1.109 0.971 -0.583
H 0.139 2.477 1.205
H 0.129 1.118 2.368
H 1.658 1.841 1.854
H 0.675 -1.143 1.414
H 1.619 -2.459 -0.276
*
```

Results of the natural (NBO) charge analysis, in e, for atoms 1 through 8: number 1, C, carries -0.5077; number 2, C, carries -0.4623; number 3, C, carries 0.0786; number 4, C, carries -0.6590; number 5, N, carries -0.5522; number 6, C, carries 0.3638; number 7, O, carries -0.6722; number 8, H, carries 0.2331

***

[2]
DFT (ωB97M-V/def2-TZVPD) results for a single C3H4OS molecule in a non-equilibrium geometry.

Values from the calculation:
* total energy: -590.00629 hartree
* frontier orbital gap: 10.047 eV
* relative energy (zero: lowest compared OMol25 entry of this formula, charge and spin): 3.221 eV
* highest occupied orbital energy: -9.36 eV

Geometry as ORCA input:
```
! RIJCOSX wB97M-V def2-TZVPD def2/J DEFGRID3
* xyz 0 1
C 1.521 0.963 -0.932
C 0.932 0.206 0.011
C -0.347 -0.530 0.378
O 3.490 -0.936 0.064
S 2.619 0.419 0.383
H 1.228 1.466 -1.932
H -0.346 -1.120 1.331
H -0.612 -1.280 -0.479
H -1.059 0.283 0.472
*
```

Results of the natural (NBO) charge analysis, in e, for atoms 1 through 8: number 1, C, carries -0.3710; number 2, C, carries -0.1629; number 3, C, carries -0.6664; number 4, O, carries -0.9274; number 5, S, carries 1.1233; number 6, H, carries 0.2631; number 7, H, carries 0.2465; number 8, H, carries 0.2524

***

[3]
DFT (ωB97M-V/def2-TZVPD) results for 2 unconnected molecules or ions with the total composition CHIS2 in a non-equilibrium geometry.

Values from the calculation:
* total energy: -1132.75863 hartree
* frontier orbital gap: 9.306 eV
* relative energy (zero: lowest compared OMol25 entry of this formula, charge and spin): 0.082 eV
* highest occupied orbital energy: -9.72 eV

Geometry as ORCA input:
```
! RIJCOSX wB97M-V def2-TZVPD def2/J DEFGRID3
* xyz 0 1
C 0.557 -0.683 -0.913
S -0.469 -0.232 -2.026
S 1.447 -1.129 0.267
I -1.282 1.180 1.920
H -0.254 0.865 0.752
*
```

Want to see where the charge sits? The natural (NBO) charges in e are: number 1, C, carries -0.3856; number 2, S, carries 0.1749; number 3, S, carries 0.2175; number 4, I, carries -0.0914; number 5, H, carries 0.0847

***

[4]
DFT (ωB97M-V/def2-TZVPD) results for a molecular structure, CH3IS2 in a non-equilibrium geometry.

Values from the calculation:
* total energy: -1133.88196 hartree
* frontier orbital gap: 9.127 eV
* relative energy (zero: lowest compared OMol25 entry of this formula, charge and spin): 2.121 eV
* highest occupied orbital energy: -9.08 eV

Geometry as ORCA input:
```
! RIJCOSX wB97M-V def2-TZVPD def2/J DEFGRID3
* xyz 0 1
C 1.368 0.263 0.195
S -1.227 1.603 0.380
S 0.699 1.750 -0.415
I 3.422 0.036 0.033
H 1.282 0.355 1.230
H 0.736 -0.996 -0.488
H -2.049 1.653 -0.691
*
```

Want to see where the charge sits? The natural (NBO) charges in e are: number 1, C, carries -0.7619; number 2, S, carries -0.1467; number 3, S, carries 0.1575; number 4, I, carries 0.1774; number 5, H, carries 0.2028; number 6, H, carries 0.2268; number 7, H, carries 0.1441

***

> Which of these has the highest frontier orbital gap?

C3H4OS